No. 1
The following is a quantum chemistry calculation of a cluster of 40 separate species, H80O40 in total at a distorted geometry, from OMol25.

As for the charge: 0. The value obtained for the gap between HOMO and LUMO is 9.892 eV. For the calculated total energy, the calculation gives -83197.353 eV. The max |F| comes out at 3.43 eV/A. Its relative energy (zero: lowest compared OMol25 entry of this formula, charge and spin) is 195.14 kcal/mol.

Each line ends with the Löwdin charge.
Element x y z (Å)
O 0.155 4.514 -2.419  -0.053
O 0.043 3.139 1.240  -0.114
O -3.288 -5.066 0.887  -0.042
O 3.746 -3.604 -1.369  -0.080
O 3.604 -0.831 2.960  -0.056
O 3.032 -2.042 -4.732  -0.061
O -0.505 -0.115 4.733  -0.033
O -3.867 0.737 2.386  -0.075
O -0.300 -4.499 -0.473  -0.045
O 3.416 5.202 0.458  -0.051
O 0.976 5.125 3.103  -0.055
O 2.064 -0.753 -0.318  -0.047
O 1.420 3.236 5.484  -0.056
O -3.068 2.310 4.647  -0.032
O 1.626 -6.138 -1.648  -0.046
O -3.660 -2.413 -3.837  -0.039
O -2.945 1.169 0.149  -0.004
O -1.886 4.844 1.947  -0.088
O -5.833 2.726 2.218  -0.085
O -3.119 3.345 -2.083  -0.037
O -0.411 2.336 3.662  -0.095
O 1.240 0.626 -3.927  -0.041
O 0.888 -1.597 2.119  -0.038
O -1.485 -2.327 1.285  -0.068
O 0.501 -1.705 -5.520  -0.053
O 4.276 0.379 -4.437  -0.042
O 4.829 0.536 0.757  -0.079
O 4.265 -2.084 0.736  -0.078
O -2.862 -1.427 3.644  -0.041
O -2.057 5.974 -0.901  -0.043
O -3.055 -3.645 -1.212  -0.076
O 2.308 -2.999 4.883  -0.070
O 3.498 3.343 3.689  -0.060
O 0.287 1.119 -0.086  -0.056
O -1.507 -1.181 -2.008  -0.037
O -1.327 2.688 -4.469  -0.061
O -1.190 -3.320 -3.929  -0.039
O -1.330 0.495 -5.549  -0.064
O 0.097 -4.106 2.562  -0.057
O 1.455 -2.702 -2.689  -0.074
H 0.227 -2.522 -5.131  0.016
H -3.484 1.457 4.631  0.027
H 3.994 4.996 -0.286  0.030
H 2.733 -0.736 2.565  0.012
H -0.640 1.304 0.127  0.045
H 0.676 4.389 2.543  -0.016
H -1.047 -1.860 -2.525  0.001
H 2.306 -6.358 -0.985  0.078
H -4.295 -1.995 -3.243  0.068
H -2.384 5.317 1.242  0.028
H -1.307 2.336 4.108  0.046
H 0.752 2.579 0.978  0.010
H 4.711 1.118 -0.007  0.035
H -0.396 2.774 2.097  0.036
H 0.638 3.790 -2.832  0.033
H 1.931 5.226 3.194  0.039
H 2.060 0.297 -4.268  -0.024
H -1.427 -3.271 1.504  0.005
H -3.744 2.908 4.295  0.064
H 4.221 -0.109 2.782  0.045
H -1.240 5.812 -1.399  0.019
H 3.773 1.040 -3.932  0.061
H -3.592 1.251 -0.559  0.073
H -2.412 -0.887 2.994  0.014
H -4.227 0.007 2.813  0.007
H -2.211 -2.066 1.896  0.023
H 3.896 2.576 4.079  0.020
H 2.033 -5.727 -2.422  0.056
H -0.965 -0.411 -5.552  0.020
H 2.810 -3.882 -1.472  0.004
H 0.661 0.058 -4.470  0.002
H 0.374 -1.499 2.905  0.012
H -0.372 3.296 3.876  0.047
H 1.079 2.338 5.591  0.046
H -5.224 1.952 2.299  -0.011
H 0.926 -2.163 -3.289  -0.006
H -3.708 -4.402 0.354  -0.003
H 3.610 -2.808 -0.803  -0.001
H -0.033 -0.870 4.359  0.018
H -0.838 -0.629 5.502  0.077
H 2.663 -3.210 4.009  0.024
H -2.497 -5.367 0.500  -0.017
H 4.503 -0.296 0.318  0.014
H 0.792 -3.445 2.383  0.026
H -2.336 -1.392 4.445  0.031
H -0.410 4.762 -3.169  0.042
H 2.549 3.435 3.865  -0.013
H 1.363 -0.249 0.118  -0.002
H 3.405 -1.585 0.730  0.015
H -3.685 0.633 1.404  0.022
H -2.060 -3.039 -3.706  -0.038
H -0.579 -4.680 0.424  -0.003
H -2.214 3.430 -2.440  0.022
H -2.978 -2.717 -0.944  0.033
H 3.509 -2.537 -5.395  0.061
H 4.417 -2.124 1.660  0.024
H 3.277 4.358 0.895  0.010
H -2.693 2.073 0.385  0.082
H 0.664 3.800 5.665  0.050
H -1.196 -4.276 -3.749  0.091
H 1.153 -1.521 -6.191  0.070
H 0.352 1.821 -0.760  0.086
H 0.735 -0.978 1.394  0.040
H -0.259 -4.168 3.450  0.060
H 3.535 -1.194 -4.810  0.019
H -2.174 0.407 -5.985  0.056
H -0.676 2.584 -5.153  0.036
H 4.738 0.082 -3.629  0.086
H -0.975 -0.403 -1.821  0.020
H 1.796 -1.571 -0.746  0.039
H 0.413 -5.091 -0.755  -0.001
H -2.542 5.185 -1.151  -0.002
H 2.826 -2.175 4.997  0.038
H -2.117 -3.647 -1.491  0.021
H -3.137 2.395 -1.914  0.016
H 2.365 -2.426 -2.900  0.019
H -1.082 5.239 1.535  0.037
H -4.170 -3.046 -4.343  0.066
H -1.654 1.926 -4.009  0.012
H -5.518 3.097 1.379  0.026

=====

No. 2
The following is a quantum chemistry calculation of a structure of composition C8H18ClF6MgNO7S2 at a distorted geometry, from OMol25.

As for the charge: 0. The value obtained for the gap between HOMO and LUMO is 4.377 eV. For the calculated total energy, the calculation gives -80345.416 eV. The max |F| comes out at 3.83 eV/A. Its relative energy (zero: lowest compared OMol25 entry of this formula, charge and spin) is 250.55 kcal/mol.

Each line ends with the natural charge from an NBO analysis.
Element x y z (Å)
Cl 1.064 -3.432 -3.380  -0.586
S -1.666 3.694 -0.054  2.069
S -2.228 2.967 -2.604  2.108
Mg 0.274 -0.838 -0.860  1.526
F -4.333 3.211 0.098  -0.295
F -0.245 4.883 -2.769  -0.297
F -1.184 4.380 -4.712  -0.316
F -3.473 4.164 1.894  -0.319
F 0.196 2.961 -3.680  -0.328
F -3.206 2.043 1.518  -0.305
O -1.756 5.049 -0.555  -0.864
O -0.643 3.471 0.949  -0.949
O -2.561 1.818 -3.477  -0.942
O 1.869 -2.778 2.377  -0.731
O -3.288 -2.789 0.066  -0.747
O -3.288 3.975 -2.451  -0.903
O 3.962 1.279 -0.899  -0.751
N -1.541 2.365 -1.294  -1.186
C -3.325 3.202 0.945  0.803
C -4.467 -3.258 -0.612  -0.074
C -4.325 -4.726 -0.628  -0.629
C 4.737 1.804 0.143  -0.059
C 2.993 -3.534 2.723  -0.065
C 2.524 -4.498 3.857  -0.643
C 5.035 3.298 -0.210  -0.638
C -0.723 3.914 -3.518  0.774
H -5.388 -2.894 -0.154  0.174
H 4.509 1.030 -1.648  0.475
H 2.251 -3.907 4.731  0.194
H 4.139 3.856 -0.481  0.227
H -4.316 -5.096 0.397  0.196
H 3.412 -3.998 1.831  0.187
H 3.773 -2.955 3.218  0.156
H 4.215 1.697 1.094  0.171
H 5.610 1.156 0.221  0.162
H -5.075 -5.234 -1.235  0.216
H 5.803 3.371 -0.981  0.206
H -3.512 -2.845 0.998  0.464
H 1.559 -2.547 3.256  0.466
H -4.403 -2.876 -1.630  0.183
H -3.346 -5.048 -0.983  0.220
H 1.613 -5.029 3.581  0.217
H 3.347 -5.104 4.238  0.224
H 5.410 3.797 0.683  0.210

=====

No. 3
The following is a quantum chemistry calculation of a cluster of 2 separate species, C21H48N3O2Si in total, from OMol25.

As for the charge: +1. The value obtained for the gap between HOMO and LUMO is 9.259 eV. For the calculated total energy, the calculation gives -38993.413 eV. The max |F| comes out at 0.80 eV/A.

Each line ends with the Löwdin charge.
Element x y z (Å)
Si -4.660 -1.305 -2.965  0.425
O -3.207 -1.798 -2.300  -0.228
O -1.698 3.071 1.008  -0.062
N 0.419 1.334 -2.875  0.097
N -1.214 0.033 0.875  0.032
N 0.538 -0.717 -1.226  0.049
C 2.597 -0.583 4.303  -0.274
C 1.601 -1.602 4.847  -0.108
C -0.523 0.231 -3.248  -0.053
C -1.160 2.305 -1.289  -0.086
C 5.330 -1.805 5.151  -0.267
C -4.440 0.128 -4.164  -0.150
C -5.509 -2.734 -3.817  -0.156
C -2.263 -2.442 -3.136  -0.249
C -0.837 -2.193 -2.629  -0.112
C -1.479 3.460 -0.335  -0.231
C 0.306 1.825 -1.419  -0.305
C 4.522 -2.257 3.936  -0.228
C 0.742 0.588 -0.575  -0.248
C 2.041 3.195 0.010  -0.162
C -5.694 -0.733 -1.516  -0.146
C 1.624 3.914 1.041  0.044
C 6.299 -0.666 4.848  -0.110
C 0.161 0.545 0.843  -0.196
C 3.615 -1.182 3.334  -0.238
C 1.332 2.978 -1.314  -0.116
C -0.639 -0.782 -2.091  -0.329
H -2.393 3.931 -0.713  0.129
H -0.158 -2.368 -3.473  0.121
H -5.354 -3.641 -3.229  0.042
H -4.696 1.068 -3.670  0.026
H 2.331 4.337 1.742  0.074
H -5.843 0.349 -1.537  0.026
H 6.998 -0.950 4.059  0.075
H -3.448 0.220 -4.610  0.011
H -1.478 2.656 -2.279  0.128
H 3.027 2.746 0.083  0.105
H 0.856 3.916 -1.605  0.122
H 3.080 -1.618 2.482  0.100
H 2.045 0.205 3.780  0.090
H 2.096 -2.379 5.431  0.068
H 5.896 -2.661 5.525  0.107
H 3.108 -0.091 5.135  0.101
H -2.524 2.569 1.042  0.099
H 0.577 4.073 1.270  0.055
H -1.816 1.472 -1.038  0.109
H 5.776 0.237 4.527  0.063
H 0.316 2.122 -3.516  0.183
H 0.241 1.508 1.337  0.100
H -5.107 -2.908 -4.817  0.036
H 1.056 -2.088 4.034  0.070
H -0.558 -2.906 -1.854  0.127
H 0.870 -1.123 5.499  0.071
H 5.211 -2.604 3.160  0.110
H -0.721 4.239 -0.330  0.101
H -6.680 -1.197 -1.520  0.035
H -1.493 0.648 -3.509  0.116
H -5.162 0.007 -4.976  0.039
H -1.677 0.403 1.696  0.076
H -1.507 -0.539 -1.485  0.112
H 1.355 -0.967 -1.776  0.124
H -2.445 -3.520 -3.125  0.127
H 4.230 -0.376 2.923  0.098
H 1.824 0.670 -0.426  0.145
H -0.100 -0.262 -4.125  0.139
H -5.192 -0.985 -0.579  0.032
H 4.659 -1.509 5.962  0.099
H 2.121 2.805 -2.054  0.123
H -1.199 -0.974 0.982  0.086
H -6.575 -2.517 -3.887  0.039
H 1.375 0.994 -2.984  0.173
H -2.352 -2.130 -4.186  0.116
H 6.882 -0.406 5.732  0.071
H 0.822 -0.136 1.391  0.112
H 3.922 -3.128 4.213  0.102

=====

No. 4
The following is a quantum chemistry calculation of a structure of composition C15H10CdCl2O4Te, from OMol25.

As for the charge: -2. The value obtained for the gap between HOMO and LUMO is 4.217 eV. For the calculated total energy, the calculation gives -60811.839 eV. The max |F| comes out at 0.66 eV/A. Its relative energy (zero: lowest compared OMol25 entry of this formula, charge and spin) is 1.50 kcal/mol.

Each line ends with the natural charge from an NBO analysis.
Element x y z (Å)
Te 4.118 -0.366 0.470  -1.497
Cd 1.569 -0.293 -0.003  1.417
Cl -3.491 3.412 -4.895  -0.080
Cl -0.540 -1.112 -4.776  -0.022
O 0.127 -2.158 0.279  -0.755
O 0.002 0.102 1.953  -0.614
O 0.201 -0.193 -2.092  -0.702
O 0.232 1.890 -0.045  -0.573
C -0.707 -0.613 2.642  0.575
C -2.719 -4.104 1.263  -0.210
C -0.560 0.612 -2.656  0.434
C -0.676 2.278 -0.749  0.429
C -1.969 2.656 -2.764  -0.165
C -1.060 1.836 -2.084  -0.311
C -1.726 -3.573 0.490  -0.271
C -1.264 -1.904 2.216  -0.334
C -0.877 -2.496 0.952  0.451
C -2.382 2.352 -4.028  -0.130
C -1.095 -0.074 4.017  -0.710
C -2.261 -2.517 2.992  -0.145
C -1.066 0.354 -3.998  -0.117
C -2.983 -3.606 2.559  -0.356
C -1.921 1.181 -4.655  -0.229
H -2.490 -2.105 3.969  0.187
H -3.749 -4.051 3.182  0.185
H -1.323 3.097 -0.360  0.080
H -3.314 -4.927 0.878  0.184
H -0.592 0.880 4.145  0.229
H -1.504 -3.967 -0.494  0.201
H -2.175 0.071 4.090  0.208
H -0.787 -0.759 4.810  0.213
H -2.328 3.557 -2.275  0.207
H -2.256 0.930 -5.653  0.219

=====

No. 5
The following is a quantum chemistry calculation of a cluster of 2 separate species, C25H27NO4 in total at a distorted geometry, from OMol25.

As for the charge: 0. The value obtained for the gap between HOMO and LUMO is 2.871 eV. For the calculated total energy, the calculation gives -36039.776 eV. The max |F| comes out at 2.84 eV/A. Its relative energy (zero: lowest compared OMol25 entry of this formula, charge and spin) is 71.07 kcal/mol.

Each line ends with the natural charge from an NBO analysis.
Element x y z (Å)
O -1.209 1.545 -2.156  -0.551
O 4.972 -0.222 3.174  -0.484
O -0.491 3.678 -2.362  -0.643
O 2.429 3.824 -2.339  -0.623
N -1.855 -2.428 0.240  -0.302
C -0.523 0.304 2.213  0.066
C -5.368 -1.272 0.684  -0.190
C 1.765 -0.103 1.363  -0.156
C -5.077 -0.185 1.519  -0.203
C -4.348 -2.088 0.174  -0.248
C -2.727 -0.664 1.362  -0.073
C -2.482 2.147 -2.439  -0.074
C 1.445 0.349 3.741  -0.151
C -3.748 0.125 1.862  -0.165
C -0.241 2.497 -2.201  0.750
C -1.807 -3.666 -0.509  -0.413
C 2.291 2.617 -2.290  0.534
C -3.489 1.036 -2.487  -0.619
C -0.812 -1.817 0.863  0.151
C 3.426 1.598 -2.558  -0.506
C -1.269 -0.641 1.517  -0.175
C 3.133 -0.225 1.563  -0.307
C 1.272 0.428 -2.410  -0.398
C 5.929 -0.490 2.120  -0.261
C 2.794 0.212 -2.393  -0.393
C 2.790 0.178 3.965  -0.271
C 1.061 1.852 -2.069  -0.449
C 0.885 0.188 2.438  -0.098
C -3.043 -1.746 0.515  0.201
C 3.658 -0.077 2.872  0.375
H -1.157 -3.571 -1.389  0.236
H 3.246 0.246 4.951  0.238
H 5.962 0.330 1.387  0.197
H -5.897 0.413 1.917  0.228
H 1.373 -0.158 0.347  0.243
H 4.304 1.764 -1.912  0.203
H -2.827 -3.895 -0.825  0.225
H -2.749 2.875 -1.650  0.180
H 0.724 -0.282 -1.777  0.162
H 5.712 -1.437 1.607  0.185
H 3.061 -0.431 -3.242  0.196
H 0.927 0.266 -3.452  0.180
H 0.789 0.598 4.578  0.219
H -6.406 -1.494 0.445  0.228
H -2.448 2.657 -3.416  0.192
H -3.315 0.392 -3.360  0.202
H -1.081 1.111 2.714  0.226
H -3.449 0.404 -1.592  0.191
H -4.486 1.480 -2.575  0.205
H -3.478 0.960 2.506  0.221
H -4.547 -2.976 -0.426  0.223
H 6.883 -0.557 2.645  0.210
H 0.214 -2.181 0.784  0.247
H 3.771 1.710 -3.602  0.210
H 3.801 -0.421 0.719  0.239
H -1.437 -4.489 0.117  0.223
H 3.151 -0.267 -1.469  0.166

=====

No. 6
The following is a quantum chemistry calculation of a structure of composition C33H50ClIrN6O2P2, from OMol25.

As for the charge: +2. The value obtained for the gap between HOMO and LUMO is 6.492 eV. For the calculated total energy, the calculation gives -81996.269 eV. The max |F| comes out at 0.61 eV/A. Its relative energy (zero: lowest compared OMol25 entry of this formula, charge and spin) is 0.00 kcal/mol.

Each line ends with the Löwdin charge.
Element x y z (Å)
Ir 0.251 0.222 0.960  1.083
Cl 6.421 -1.836 -3.779  0.703
P -1.142 0.460 2.753  0.762
P 1.608 -0.983 2.505  0.782
O 2.163 -0.174 -0.071  -0.297
O 0.646 0.233 -2.481  0.003
N -1.049 -1.022 -0.017  -0.027
N 0.288 -2.930 -0.191  -0.124
N -0.683 1.684 -0.218  -0.019
N -0.258 3.273 -1.925  -0.113
N 1.305 2.836 -0.277  -0.124
N -1.040 -2.313 -1.983  -0.090
C 2.555 -2.503 2.248  -0.198
C -0.602 -2.064 -0.749  -0.381
C -1.791 -1.361 -2.787  -0.016
C 1.637 -0.206 -3.035  -0.198
C -4.039 3.262 -0.044  -0.046
C -0.123 0.151 4.245  -0.368
C 5.149 -1.320 -2.730  -0.672
C -4.327 0.867 -0.093  -0.148
C 4.363 -0.803 -0.517  -0.023
C 3.057 -0.499 -0.976  -0.369
C 0.234 4.626 -2.171  -0.015
C 2.525 2.997 -1.064  -0.001
C -2.648 3.080 -0.106  -0.045
C -1.942 2.049 3.073  -0.191
C -2.435 -0.683 -0.117  -0.270
C -5.212 -0.237 -0.111  -0.011
C -1.022 -3.667 -2.536  -0.004
C -3.338 -1.720 -0.133  -0.043
C 0.087 2.583 -0.833  -0.379
C 2.948 0.160 2.988  -0.215
C -4.863 2.177 -0.047  -0.013
C 0.692 -1.133 4.080  -0.359
C 1.448 2.570 1.121  -0.064
C -2.085 1.828 -0.179  -0.259
C -0.038 -3.509 1.107  -0.049
C -1.284 2.826 -2.853  -0.008
C 5.376 -1.201 -1.358  -0.071
C 1.402 -3.476 -0.957  -0.022
C 2.867 -0.587 -2.379  -0.153
C -4.726 -1.508 -0.155  -0.041
C 3.911 -1.005 -3.224  -0.055
C -2.476 -0.743 2.979  -0.183
C -2.917 0.665 -0.136  -0.076
H 3.111 -2.404 1.318  0.037
H -2.800 2.169 2.412  0.047
H 3.025 3.933 -0.813  0.105
H -1.641 -0.360 -2.409  0.060
H -3.258 -0.617 2.234  0.042
H 2.373 3.011 1.494  0.129
H 0.464 -4.472 1.191  0.112
H -0.790 0.096 5.108  0.103
H -1.973 -3.842 -3.037  0.106
H -1.259 2.882 2.910  0.049
H 0.881 4.660 -3.048  0.103
H 0.530 1.012 4.408  0.085
H 1.643 -0.323 -4.137  0.136
H -1.428 -1.409 -3.813  0.112
H -4.445 4.263 0.007  0.121
H -2.853 -1.616 -2.768  0.109
H 3.729 -1.064 -4.291  0.120
H 0.777 4.998 -1.308  0.096
H 2.322 -3.384 -0.385  0.082
H -1.108 -3.688 1.196  0.096
H 2.279 2.997 -2.120  0.097
H -2.089 -1.760 2.914  0.054
H -5.938 2.297 -0.013  0.125
H -1.428 1.759 -2.754  0.073
H 1.935 -3.395 2.213  0.033
H 1.525 -2.899 -1.872  0.092
H -0.938 3.037 -3.865  0.110
H 3.263 -2.603 3.071  0.074
H -2.228 3.349 -2.684  0.100
H 0.611 2.960 1.692  0.090
H 1.647 1.475 1.368  0.001
H 4.569 -0.708 0.541  0.099
H -2.283 2.070 4.109  0.072
H -2.001 3.949 -0.090  0.129
H 3.199 2.161 -0.872  0.091
H -0.623 5.277 -2.353  0.104
H 2.553 1.070 3.440  0.047
H -5.396 -2.357 -0.172  0.121
H 0.041 -2.009 4.050  0.084
H -2.973 -2.738 -0.097  0.122
H 1.385 -1.273 4.912  0.106
H -0.906 -4.402 -1.744  0.097
H 0.263 -2.881 1.950  0.004
H 3.541 0.422 2.114  0.040
H -0.219 -3.790 -3.263  0.106
H -6.277 -0.050 -0.094  0.126
H -2.904 -0.587 3.971  0.075
H 6.358 -1.423 -0.961  0.118
H 3.584 -0.333 3.724  0.070
H 1.257 -4.529 -1.211  0.101